119
Properties=species:S:1:pos:R:3 method="wB97M-V/def2-TZVPD" fmax_ev_per_a=2.93 charge=+1 homo_energy_ev="-9.51 / -9.55" homo_lumo_gap_ev="4.84 / 5.90" spin_multiplicity=7 s2=12.0413
Eu 0.1133 11.5504 20.4742
C 3.7595 10.5833 17.5780
C 3.7568 11.6464 16.6827
C 2.6355 12.4926 16.6136
C 1.5464 12.2561 17.5263
N 1.6024 11.2003 18.3599
C 2.6415 10.3768 18.3760
C 0.5363 13.3097 17.7135
C 0.7212 14.6012 17.1441
C -0.0602 15.6776 17.4794
C -1.1197 15.4367 18.3689
C -1.2975 14.1437 18.8427
N -0.5255 13.0800 18.5626
H 4.5551 9.8519 17.6413
H 4.6617 11.8784 16.0752
H 2.5478 13.3936 16.0077
H 2.5938 9.5091 19.0264
H 1.5882 14.7028 16.4885
H 0.1181 16.6559 17.0720
H -1.8832 16.1793 18.5603
H -2.1209 13.9682 19.4873
S -1.2033 10.7890 23.1035
C -0.7401 12.4154 23.3734
C -0.1837 12.8345 24.6546
C 0.0151 14.1959 24.8852
C -0.5751 15.1549 23.9991
C -1.1566 14.6302 22.8295
N -0.9087 13.3525 22.4079
H 0.0173 12.1160 25.4345
H 0.5832 14.5258 25.7545
H -0.6664 16.1895 24.2764
H -1.7066 15.2382 22.1030
N -0.3124 7.9673 18.8158
C 0.4597 8.1114 19.9122
O 0.5669 9.2357 20.4982
C 1.2429 6.8610 20.3573
C 1.4937 6.6831 21.8463
H -0.8135 8.7872 18.4435
H -0.3065 7.0823 18.2649
H 2.1815 7.0387 19.8664
H 0.7731 5.9224 19.9427
H 0.7816 5.9837 22.2944
H 1.4222 7.6807 22.4212
F 2.2947 11.3028 21.6174
P 3.2685 12.7414 21.5323
F 4.4817 12.1224 22.3333
F 1.8707 13.1963 20.6844
F 4.0471 14.1516 21.3945
F 3.8397 12.3051 20.1068
F 2.5411 13.2439 22.8349
O -2.6905 10.6573 19.8766
P -4.1943 10.5786 19.7093
N -4.6532 9.0005 19.7174
C -3.6038 8.0642 20.0509
C -4.3195 6.7002 20.0171
C -5.8194 6.9872 19.8533
C -5.8799 8.3638 19.1935
N -4.6258 11.3750 18.3415
C -5.9519 11.7406 17.8089
C -5.6383 12.7631 16.6967
C -4.2596 12.3274 16.1940
C -3.6004 11.5573 17.3153
N -5.1245 11.3608 20.8208
C -5.3579 10.7194 22.1355
C -5.6550 11.8403 23.1354
C -4.7763 12.9794 22.6213
C -4.7720 12.8065 21.1123
H -3.1797 8.2435 21.0542
H -2.7513 8.0360 19.3385
H -4.0468 6.1226 20.8976
H -3.9458 6.1248 19.1762
H -6.3112 7.0706 20.8477
H -6.3777 6.2257 19.2520
H -6.7831 8.9269 19.4445
H -5.7899 8.2676 18.1180
H -6.5980 12.1616 18.6483
H -6.4764 10.8585 17.3791
H -5.6204 13.7615 17.1080
H -6.3990 12.8004 15.9566
H -3.5954 13.1039 15.7866
H -4.4582 11.6459 15.3815
H -2.7296 12.0519 17.7559
H -3.2448 10.5193 16.9795
H -4.4499 10.1917 22.4407
H -6.1255 9.9201 22.0801
H -5.3777 11.5701 24.1451
H -6.7285 12.1667 23.1508
H -3.7273 12.8017 22.9672
H -5.0409 13.9964 22.9728
H -3.7714 12.9828 20.6434
H -5.5110 13.4542 20.6185
C 6.7717 3.7897 25.1351
C 5.7159 4.9094 25.0121
C 4.5233 4.3109 24.2201
C 3.3124 5.2065 23.9809
Ge 3.3260 6.2222 22.3633
C 4.1190 7.9712 22.7857
C 3.6271 8.8339 23.9814
C 4.5601 9.9845 24.3137
C 3.8968 11.1469 25.0147
H 7.7727 4.0612 25.5897
H 7.0353 3.4218 24.1082
H 6.4286 2.9501 25.7431
H 6.1875 5.7778 24.4750
H 5.4140 5.3218 26.0074
H 4.2524 3.3596 24.7572
H 4.9112 3.9541 23.2786
H 3.2191 5.9800 24.7889
H 2.3830 4.6423 23.9992
H 4.1797 5.5370 21.3118
H 4.0202 8.5055 21.7918
H 5.1635 7.7002 22.9480
H 3.4608 8.1387 24.8470
H 2.6279 9.1991 23.7279
H 5.0451 10.3773 23.3882
H 5.3824 9.5672 24.9153
H 2.9123 11.4042 24.5825
H 4.4486 12.0864 25.0438
H 3.7878 10.8832 26.0607

---

75
Properties=species:S:1:pos:R:3 method="wB97M-V/def2-TZVPD" fmax_ev_per_a=0.66 charge=-1 homo_energy_ev="-2.95 / -3.12" homo_lumo_gap_ev="5.69 / 5.49" spin_multiplicity=4 de_lowest_ev=1.323 s2=3.8093
Co -0.3084 -0.0423 -0.3075
C -4.5571 -0.4933 -1.3834
C -3.0700 -0.3018 -1.3319
N -2.3665 -0.5106 -0.2289
N -2.9350 -0.9620 0.8360
C -1.9998 -1.2673 1.8533
N -2.7567 -1.6029 3.0355
S -0.6049 -0.1768 2.1484
C -2.2984 -0.0282 -2.5107
C -2.8983 0.3060 -3.7457
C -2.1122 0.4973 -4.8605
C -0.7306 0.3579 -4.7620
C -0.2074 0.0501 -3.5158
N -0.9455 -0.1250 -2.4256
H -4.8682 -1.0325 -0.4904
H -4.8640 -1.0676 -2.2635
H -5.1034 0.4579 -1.4056
H -3.4021 -0.8314 3.1654
H -2.1076 -1.5730 3.8150
H -3.9728 0.4180 -3.8056
H -2.5730 0.7574 -5.8071
H -0.0783 0.4836 -5.6160
H 0.8600 -0.0758 -3.3718
C -0.5834 3.0800 -2.0741
P -0.4234 2.2329 -0.4555
C -1.9723 2.7658 0.3569
C 0.7857 3.3767 0.3545
C 1.2309 2.9057 1.7414
P 2.3742 1.4422 1.6963
C 3.9549 2.3326 1.3780
C 2.5268 1.1550 3.4971
H -1.3861 2.6081 -2.6450
H 0.3409 2.9554 -2.6417
H -0.8001 4.1466 -1.9650
H -2.1412 3.8454 0.2938
H -1.9344 2.4422 1.3983
H -2.8002 2.2303 -0.1124
H 0.3327 4.3725 0.4268
H 1.6505 3.4762 -0.3116
H 0.3672 2.6063 2.3428
H 1.7351 3.7196 2.2762
H 4.0118 3.2595 1.9557
H 4.0358 2.5711 0.3157
H 4.8056 1.7007 1.6362
H 2.7890 2.0714 4.0337
H 3.2980 0.4048 3.6827
H 1.5754 0.7674 3.8646
C 3.1207 -0.9344 1.0036
C 4.5226 -0.8772 0.8312
C 5.0857 -0.5917 -0.4380
C 6.4488 -0.4505 -0.6016
C 7.3183 -0.5886 0.4807
C 6.7882 -0.8848 1.7364
C 5.4263 -1.0271 1.9124
H 2.7048 -1.3312 1.9224
H 2.4937 -1.0045 0.1292
H 4.4151 -0.4883 -1.2841
H 6.8466 -0.2292 -1.5856
H 8.3866 -0.4732 0.3480
H 7.4516 -1.0053 2.5854
H 5.0291 -1.2592 2.8950
C 2.3028 -4.4259 -2.0714
N 1.2779 -4.0026 -1.1347
C 0.6846 -4.8722 -0.2768
C -0.2183 -4.4467 0.6172
C -0.5360 -3.0395 0.6477
O -1.4066 -2.7259 1.5443
N 0.0451 -2.1985 -0.1922
C 0.9683 -2.6381 -1.0965
O 1.5672 -1.8992 -1.8714
H 2.4368 -5.5025 -1.9817
H 3.2424 -3.9179 -1.8565
H 2.0126 -4.1741 -3.0900
H 0.9859 -5.9076 -0.3672
H -0.7120 -5.1121 1.3073

---

11
Properties=species:S:1:pos:R:3 method="wB97M-V/def2-TZVPD" fmax_ev_per_a=0.96 charge=-1 homo_energy_ev=-3.92 homo_lumo_gap_ev=8.16 de_lowest_ev=1.443
C -1.6134 -0.1721 -1.2474
O -1.6097 -0.0948 0.1328
H -1.0903 0.6520 -1.7464
H -1.1817 -1.1385 -1.5546
H -2.6539 -0.0703 -1.6041
C 1.9217 0.3009 1.4543
N 0.8667 0.0691 0.6761
O 1.9267 0.4830 2.6716
H 2.8763 0.3227 0.8709
H -0.6223 0.0508 0.5123
H 1.1799 -0.4029 -0.1655

---

182
Properties=species:S:1:pos:R:3 method="wB97M-V/def2-TZVPD" fmax_ev_per_a=3.40 smiles="CC1(C)CCCC(C)(C)N1O.CC1(C)CCCC(C)(C)N1O.CC1(C)CCCC(C)(C)N1O.CC1(C)CCCC(C)(C)N1O.CC1(C)CCCC(C)(C)N1O.NC(N)=O.NC(N)=O.NC(N)=O.NC(N)=O" homo_energy_ev=-8.38 homo_lumo_gap_ev=8.66 de_lowest_ev=0.927
C -3.3029 4.5444 -5.7192
C -3.3962 3.0846 -5.4976
C -4.7146 2.8760 -4.7459
C -3.5953 2.2158 -6.7943
C -2.2068 2.1959 -7.4335
C -1.1241 1.6328 -6.5370
C -0.9282 2.4461 -5.2283
C -0.0913 1.5811 -4.3010
C -0.1350 3.7700 -5.4346
N -2.2878 2.4837 -4.6593
O -2.3185 3.1454 -3.4295
H -3.1129 5.0753 -4.8210
H -2.5588 4.8667 -6.4420
H -4.2355 4.8931 -6.1602
H -4.9479 3.6183 -3.9640
H -5.4906 2.8156 -5.5010
H -4.6931 1.9335 -4.2822
H -3.9397 1.2062 -6.4582
H -4.2761 2.7117 -7.5233
H -2.2094 1.5559 -8.3403
H -1.9290 3.1733 -7.7644
H -0.2115 1.5703 -7.0903
H -1.4890 0.6105 -6.2840
H 0.9066 1.4549 -4.7077
H -0.4504 0.5715 -4.0761
H 0.1135 2.0280 -3.3003
H 0.0397 4.3172 -4.4873
H -0.5602 4.4421 -6.1531
H 0.9166 3.5944 -5.6310
H -2.8340 2.5705 -2.8772
C 2.4055 -1.4250 4.6414
C 3.2613 -2.5178 3.9847
C 4.2575 -1.7729 3.0463
C 3.9861 -3.2511 5.1549
C 4.6283 -4.5040 4.6905
C 3.5667 -5.4312 4.1095
C 2.8816 -4.7923 2.9085
C 3.7724 -4.8009 1.6451
C 1.6550 -5.6779 2.6134
N 2.3601 -3.5320 3.4215
O 1.5869 -2.9734 2.4141
H 1.6212 -1.8546 5.2450
H 3.0810 -0.7929 5.2104
H 1.8061 -0.7934 3.9101
H 4.6185 -0.8370 3.4276
H 5.0673 -2.3633 2.6082
H 3.7619 -1.4904 2.1886
H 4.6527 -2.5502 5.6280
H 3.1971 -3.4301 5.8991
H 5.3780 -4.3201 3.8794
H 5.2189 -5.0001 5.4272
H 2.6991 -5.5008 4.7754
H 3.9858 -6.4699 3.9243
H 3.0700 -4.3188 0.9483
H 3.9671 -5.8294 1.3566
H 4.6916 -4.2231 1.6640
H 1.9723 -6.5841 2.0718
H 1.0841 -5.1680 1.8645
H 1.1306 -5.8118 3.5719
H 0.6399 -3.1078 2.6684
C 4.7165 3.1430 -1.1652
C 3.8725 2.1628 -0.2646
C 4.1875 0.6761 -0.7610
C 4.2803 2.3412 1.2145
C 3.8321 3.6841 1.8198
C 2.2972 3.8644 1.6965
C 1.8403 3.7010 0.2228
C 0.2931 3.6117 0.1942
C 2.2359 4.8552 -0.6210
N 2.4136 2.4041 -0.3025
O 1.9517 2.0771 -1.5753
H 5.7451 2.7540 -1.2066
H 4.2558 3.1404 -2.2035
H 4.6985 4.1413 -0.7725
H 5.3129 0.7306 -0.6357
H 3.7898 -0.0983 -0.0717
H 3.9815 0.4992 -1.8697
H 3.9137 1.4981 1.8531
H 5.3894 2.3070 1.2160
H 3.9854 3.7650 2.9124
H 4.3782 4.5127 1.3368
H 2.0083 4.8715 1.9644
H 1.7356 3.1578 2.3024
H -0.1649 3.4298 -0.7961
H -0.0255 4.6501 0.4237
H -0.0582 2.9086 0.9470
H 1.4998 5.6507 -0.4870
H 2.2573 4.5485 -1.6833
H 3.2283 5.1558 -0.4315
H 2.3955 2.7312 -2.1481
C -3.8075 3.8770 5.7024
C -2.9400 2.8177 6.4328
C -2.8880 3.0960 7.9217
C -3.5206 1.4043 6.2144
C -3.3535 0.8259 4.8402
C -1.9282 0.9526 4.3054
C -1.2979 2.3563 4.4330
C 0.2435 2.1890 4.3389
C -1.8046 3.3870 3.4015
N -1.5621 2.7101 5.8690
O -0.9273 3.9568 6.1137
H -3.2308 4.7206 5.3700
H -4.3109 3.4147 4.8424
H -4.5648 4.2494 6.4288
H -2.5887 4.0843 8.2540
H -3.8862 2.8312 8.3613
H -2.1607 2.3573 8.3332
H -2.9102 0.8179 6.9578
H -4.5599 1.2006 6.4853
H -3.7796 -0.1790 4.7158
H -3.9431 1.3699 4.0865
H -1.8640 0.5340 3.3266
H -1.2738 0.3863 5.0728
H 0.5070 1.7551 3.2927
H 0.5908 1.4812 5.1289
H 0.6742 3.1700 4.4636
H -1.4685 4.3279 3.6609
H -2.8524 3.4142 3.4854
H -1.5677 3.1450 2.3328
H -0.0724 3.7975 6.5620
C 1.1594 -2.5908 -1.9349
C 0.0806 -3.4341 -2.6328
C -0.8042 -3.9702 -1.5302
C -0.8039 -2.5843 -3.5286
C -0.0394 -2.0830 -4.7690
C 0.5158 -3.2663 -5.5858
C 1.3211 -4.2638 -4.7884
C 1.3597 -5.5653 -5.5335
C 2.7934 -3.7525 -4.6005
N 0.5893 -4.5278 -3.4583
O 1.4766 -5.3605 -2.6574
H 1.8294 -2.0586 -2.6638
H 0.7044 -1.8198 -1.3147
H 1.6999 -3.2942 -1.3584
H -1.6594 -4.5320 -1.8123
H -0.2486 -4.5984 -0.8480
H -1.2102 -3.1368 -1.0369
H -1.6528 -3.0833 -3.9995
H -1.1454 -1.7729 -2.8646
H -0.6914 -1.5011 -5.3895
H 0.7947 -1.3714 -4.5210
H 1.1923 -2.9075 -6.3567
H -0.3285 -3.8042 -6.1078
H 0.3248 -5.8909 -5.7471
H 1.9621 -6.2764 -4.9434
H 1.8120 -5.3735 -6.4914
H 3.3212 -3.9457 -5.4960
H 3.2985 -4.1145 -3.7526
H 2.7865 -2.6518 -4.4909
H 0.9572 -6.1527 -2.4967
N -0.2868 0.2081 -0.5508
C -0.1347 -0.4295 0.6074
N 1.0378 -0.2265 1.3783
O -1.1047 -1.1060 1.1092
H -1.1818 -0.0342 -0.9675
H 0.3448 0.8262 -1.0075
H 1.6774 0.4522 0.9901
H 1.2594 -1.0326 1.9872
N -4.3854 -0.6848 1.1554
C -4.5993 0.6797 1.1648
N -3.5237 1.3919 0.6497
O -5.6473 1.1714 1.6319
H -5.1763 -1.2041 1.4765
H -3.4708 -1.0680 1.3384
H -3.5467 2.3714 0.8842
H -3.3166 1.1405 -0.2797
N -4.0911 -1.2266 -1.8991
C -3.3794 -0.2074 -2.5781
N -3.1986 -0.2897 -3.9235
O -2.9501 0.7555 -1.9347
H -4.7792 -1.7893 -2.3235
H -4.1781 -1.0059 -0.9088
H -3.3420 -1.1380 -4.3809
H -2.9376 0.5460 -4.4072
N -2.3044 -3.5908 1.7142
C -2.0477 -3.8884 3.0056
N -1.1901 -2.9482 3.6734
O -2.5144 -4.8230 3.5872
H -1.6622 -3.0419 1.1678
H -2.7184 -4.3476 1.2380
H -1.1867 -1.9727 3.3699
H -1.0022 -2.9901 4.6457

---

69
Properties=species:S:1:pos:R:3 method="wB97M-V/def2-TZVPD" fmax_ev_per_a=3.62 charge=-1 homo_energy_ev="-1.46 / -4.28" homo_lumo_gap_ev="3.97 / 6.72" spin_multiplicity=4 s2=3.7947
Pd 0.2091 0.9087 -0.0193
C -2.9587 1.2735 4.3747
C -3.8767 2.1864 3.5636
O -3.5674 1.6490 2.2180
P -2.2437 2.1162 1.3389
S -2.1227 0.9583 -0.3357
S -0.4983 2.1065 2.3759
O -2.8023 3.6410 1.2786
C -2.0807 4.8758 1.5120
C -2.9658 6.0865 1.1949
H -3.1867 1.1531 5.4268
H -1.9228 1.5599 4.1634
H -3.0895 0.2734 3.9879
H -3.6330 3.2603 3.6177
H -4.9570 2.0462 3.7226
H -1.1257 4.8679 0.9398
H -1.7016 4.8705 2.5616
H -3.1931 6.1037 0.1314
H -2.4416 7.0231 1.3609
H -3.8820 6.0397 1.8195
C -0.1642 -6.0227 1.4548
C 0.0293 -5.1912 0.1927
C 0.6895 -6.1906 -0.7938
C -1.2907 -4.6823 -0.3635
C 1.0083 -4.0499 0.4834
C 2.2537 -4.4125 1.0223
C 3.2448 -3.4439 1.2676
C 3.0586 -2.1764 0.8268
S 4.1659 -0.8648 0.9578
C 2.9368 0.2336 0.4632
N 1.7497 -0.3393 0.2485
C 1.7436 -1.7279 0.3751
C 0.7095 -2.6942 0.2341
C 3.0035 1.6438 0.2623
C 4.1272 2.5246 0.3584
C 4.0080 3.8346 0.0176
C 2.7325 4.3351 -0.3817
C 1.6094 3.5373 -0.3514
C 1.7180 2.2077 -0.0729
H -0.7637 -6.9018 1.2354
H -0.6323 -5.4674 2.2924
H 0.8096 -6.3682 1.8753
H -0.0263 -7.0327 -0.9660
H 1.5738 -6.6516 -0.3462
H 0.8538 -5.8109 -1.7831
H -1.9434 -5.4850 -0.6556
H -1.1405 -4.0438 -1.2268
H -1.8569 -4.1022 0.3537
H 2.5026 -5.4856 1.0853
H 4.0749 -3.6771 1.9338
H -0.3525 -2.3466 0.0601
H 5.0986 2.1225 0.7110
H 4.8888 4.5043 0.0448
H 2.6367 5.3264 -0.6938
H 0.5948 3.8829 -0.4788
O 2.4134 0.7380 -2.6502
S 0.9286 0.7373 -2.5208
C 0.1991 -0.7004 -3.4646
C -0.9272 -0.2195 -4.4248
C -1.0691 1.3328 -4.3274
C 0.2960 1.7953 -3.9076
H -0.1558 -1.3509 -2.6723
H 1.0379 -1.1525 -3.9922
H -1.8768 -0.7190 -4.1463
H -0.7328 -0.3861 -5.4748
H -1.8192 1.6710 -3.6498
H -1.2789 1.7874 -5.3011
H 0.2852 2.8564 -3.6299
H 1.0882 1.6264 -4.7140

---

Number 1: electronic energy -6485.861117 a.u.. Number 2: electronic energy -3955.664782 a.u.. Number 3: electronic energy -285.058022 a.u.. Number 4: electronic energy -3322.521111 a.u.. Number 5: electronic energy -3315.498936 a.u..